{
  "formula": "C35H37BLuN10O4S",
  "method": "ωB97M-V with the def2-TZVPD basis set",
  "total_energy_ha": -3863.11259,
  "relative_energy_ev": 0.117,
  "gap_ev": 7.73,
  "fmax_ev_per_a": 0.75,
  "total_charge": 1,
  "homo_energy_ha": -0.417,
  "elements": ["Lu", "C", "C", "C", "C", "C", "N", "N", "B", "N", "N", "C", "C", "C", "C", "C", "N", "N", "C", "C", "C", "C", "C", "H", "H", "H", "H", "H", "H", "H", "H", "H", "H", "H", "H", "H", "H", "H", "H", "H", "H", "H", "H", "H", "H", "O", "C", "O", "C", "C", "C", "C", "C", "C", "N", "C", "C", "C", "C", "C", "C", "N", "H", "H", "H", "H", "H", "H", "H", "H", "H", "H", "S", "C", "N", "C", "C", "C", "C", "C", "C", "H", "H", "H", "H", "H", "O", "N", "O"],
  "xyz": [[-0.12205, -0.38932, -0.79996], [3.32188, -2.38480, -0.34420], [2.15597, -2.69309, 0.53492], [2.14331, -3.71021, 1.48753], [0.86089, -3.73735, 1.99204], [0.28819, -4.66179, 3.00803], [0.15646, -2.76847, 1.37855], [0.95043, -2.10209, 0.48333], [-1.37741, -2.63389, 1.36055], [-1.84008, -1.26443, 1.86721], [-1.65803, -0.12544, 1.13381], [-2.36054, 0.83127, 1.77016], [-2.58118, 2.23760, 1.31923], [-2.94329, 0.31096, 2.92262], [-2.59790, -1.02469, 2.94811], [-2.98135, -2.06530, 3.94083], [-1.92998, -2.91536, -0.05909], [-1.55565, -2.20601, -1.16993], [-2.15530, -2.79122, -2.21717], [-1.94384, -2.39110, -3.63839], [-2.94249, -3.85272, -1.77871], [-2.77144, -3.90538, -0.41057], [-3.37013, -4.86681, 0.55622], [3.67929, -3.31770, -0.77957], [4.15348, -1.96742, 0.22919], [3.07923, -1.71326, -1.15743], [2.95867, -4.36097, 1.74765], [1.08117, -5.28617, 3.41389], [-0.46823, -5.31450, 2.57370], [-0.17486, -4.11916, 3.83124], [-1.82081, -3.45718, 2.08693], [-2.87128, 2.28774, 0.27408], [-1.71559, 2.87781, 1.47976], [-3.39911, 2.65497, 1.90418], [-3.56598, 0.83428, 3.62498], [-3.54611, -1.60289, 4.74691], [-2.10758, -2.55053, 4.37267], [-3.60222, -2.83798, 3.48949], [-1.82445, -1.31784, -3.76726], [-2.78926, -2.72108, -4.24039], [-1.04619, -2.86572, -4.03991], [-3.54190, -4.50920, -2.38252], [-4.02743, -5.55083, 0.02387], [-3.95494, -4.35586, 1.32002], [-2.60314, -5.45461, 1.05898], [3.92620, 4.00465, 4.44805], [3.55371, 4.67522, 3.33651], [4.01229, 5.75092, 3.08980], [2.60548, 3.97226, 2.40805], [2.61708, 4.37564, 1.07521], [1.77129, 3.77977, 0.15735], [0.89774, 2.78006, 0.57942], [0.87687, 2.36593, 1.90594], [1.72760, 2.97378, 2.81783], [0.00723, 2.13736, -0.33361], [-0.61449, 2.88118, -1.15948], [-1.68402, 2.31699, -1.99290], [-2.36999, 3.10190, -2.90314], [-3.46048, 2.54705, -3.56283], [-3.82738, 1.25108, -3.26000], [-3.07326, 0.53351, -2.33490], [-2.01456, 1.04346, -1.72095], [3.58416, 3.10364, 4.43140], [3.30095, 5.15899, 0.77839], [1.80795, 4.06711, -0.88519], [0.19748, 1.58501, 2.22273], [1.67122, 2.67361, 3.85715], [-0.44887, 3.95832, -1.20292], [-2.06594, 4.12429, -3.07904], [-4.02088, 3.12704, -4.28207], [-4.68279, 0.78464, -3.72662], [-3.33201, -0.48326, -2.06923], [4.45804, 1.20906, 0.44052], [2.92449, 0.45987, 0.35233], [2.23100, 0.64702, -0.72959], [2.94460, 1.44848, -1.62066], [2.49230, 1.90954, -2.86085], [3.30849, 2.75596, -3.58033], [4.56160, 3.15325, -3.09410], [5.01982, 2.70835, -1.87367], [4.19444, 1.85598, -1.14198], [2.55983, -0.13691, 1.17596], [1.53586, 1.60104, -3.25335], [2.97825, 3.11656, -4.54422], [5.17700, 3.81688, -3.68478], [5.98244, 3.01741, -1.49224], [0.01102, 0.02614, -3.04864], [0.82676, -0.89647, -3.36827], [1.19225, -1.52458, -2.36666]],
  "lowdin_charge": [1.74, -0.04, -0.33, 0.03, -0.26, -0.01, 0.03, -0.01, -0.52, 0.02, 0.00, -0.33, -0.02, 0.02, -0.26, -0.01, 0.04, -0.02, -0.33, -0.03, 0.03, -0.25, -0.01, 0.10, 0.08, 0.04, 0.12, 0.09, 0.08, 0.08, 0.10, 0.06, 0.06, 0.09, 0.12, 0.09, 0.08, 0.08, 0.04, 0.09, 0.09, 0.12, 0.09, 0.08, 0.08, 0.13, -0.48, 0.14, -0.13, 0.01, -0.01, -0.28, -0.02, -0.01, 0.03, -0.06, -0.28, 0.02, -0.02, -0.01, -0.11, 0.02, 0.10, 0.13, 0.12, 0.11, 0.12, 0.15, 0.12, 0.12, 0.12, 0.11, 1.13, -0.49, -0.04, -0.31, -0.02, -0.06, -0.06, -0.07, -0.46, 0.09, 0.08, 0.11, 0.11, 0.12, -0.29, -0.13, -0.20]
}